# C47H37Cl5InNO3P2

A molecular structure, C47H37Cl5InNO3P2 at a distorted geometry (the ωB97M-V functional and the def2-TZVPD basis, the Open Molecules 2025 dataset).

Energy relative to the best compared isomer or geometry (same formula, charge and spin)   206.0 kJ/mol
HOMO   -12.85 eV
Total energy   -5266.9542 Ha

Structure (ORCA input):
```
! RIJCOSX wB97M-V def2-TZVPD def2/J DEFGRID3
* xyz 2 1
In 1.028 -1.403 -0.359
C -2.256 4.984 1.421
C -1.070 4.296 2.137
C -0.657 5.161 3.381
C -1.558 2.941 2.605
C -2.517 2.825 3.596
C -3.214 1.652 3.758
C -2.788 0.455 3.205
C -1.779 0.501 2.133
P -1.484 -0.906 1.082
C -2.846 -0.539 -0.039
C -2.717 0.619 -0.918
C -3.881 1.116 -1.562
C -5.157 0.499 -1.388
C -5.222 -0.634 -0.663
C -4.131 -1.093 0.087
C -1.889 -2.333 2.072
C -2.598 -3.376 1.431
C -3.008 -4.490 2.177
C -2.733 -4.481 3.554
C -1.864 -3.491 4.122
C -1.485 -2.397 3.364
C -1.207 1.800 1.865
O -0.465 1.822 0.720
C 0.465 2.814 0.598
C 1.662 2.526 -0.114
C 2.328 3.665 -0.513
C 2.109 4.879 0.150
C 0.963 5.153 0.951
C 0.083 4.095 1.127
P 2.058 0.978 -0.893
C 1.470 0.960 -2.626
C 1.906 0.029 -3.602
C 1.407 -0.006 -4.889
C 0.367 0.828 -5.262
C -0.203 1.603 -4.245
C 0.319 1.721 -2.943
C 3.843 0.875 -0.774
C 4.321 1.036 0.534
C 5.659 0.956 0.832
C 6.560 0.885 -0.224
C 6.083 0.798 -1.511
C 4.765 0.972 -1.834
H -3.136 5.005 2.106
H -2.496 4.344 0.503
H -1.968 5.968 1.052
H -1.460 5.305 4.067
H -0.403 6.175 3.040
H 0.199 4.673 3.965
H -2.725 3.700 4.202
H -4.118 1.697 4.421
H -3.323 -0.438 3.553
H -1.712 0.981 -1.203
H -3.720 2.023 -2.132
H -6.069 0.878 -1.875
H -6.132 -1.268 -0.712
H -4.327 -1.934 0.768
H -2.868 -3.281 0.392
H -3.520 -5.323 1.721
H -3.011 -5.323 4.183
H -1.594 -3.673 5.160
H -0.859 -1.631 3.863
H 3.095 3.667 -1.294
H 2.764 5.709 -0.111
H 0.934 6.140 1.459
H 2.765 -0.569 -3.364
H 1.885 -0.721 -5.550
H -0.009 1.012 -6.260
H -0.976 2.311 -4.543
H -0.130 2.423 -2.262
H 3.553 1.332 1.279
H 6.094 0.869 1.857
H 7.614 1.111 -0.064
H 6.802 0.771 -2.379
H 4.436 1.237 -2.892
Cl 0.334 -4.564 -6.874
C 0.581 -4.336 -5.159
C 1.856 -4.121 -4.586
Cl 3.210 -4.256 -5.637
C 1.930 -3.636 -3.324
Cl 3.356 -2.972 -2.541
C 0.756 -3.657 -2.516
O 0.892 -3.316 -1.242
C -0.527 -4.047 -3.027
Cl -1.753 -4.553 -1.895
C -0.585 -4.240 -4.411
Cl -2.096 -4.301 -5.177
C 2.301 -3.554 3.256
C 1.621 -3.331 1.977
N 0.949 -4.337 1.342
O 1.714 -2.146 1.462
H 3.285 -3.104 3.257
H 2.540 -4.583 3.441
H 1.782 -3.061 4.092
H 1.046 -5.262 1.669
H 0.560 -4.084 0.400
*
```

# C47H38AlNO6Si

A molecular structure, C47H38AlNO6Si at a distorted geometry (the ωB97M-V functional and the def2-TZVPD basis, the Open Molecules 2025 dataset).

Energy relative to the best compared isomer or geometry (same formula, charge and spin)   0.0 kJ/mol
HOMO   -2.27 eV
Total energy   -2852.2795 Ha

Structure (ORCA input):
```
! RIJCOSX wB97M-V def2-TZVPD def2/J DEFGRID3
* xyz -2 1
Al -0.592 0.032 -0.466
O 1.140 0.318 -0.683
C 1.993 1.110 -1.365
C 1.168 2.185 -2.156
C 0.415 2.984 -1.154
C 0.769 4.307 -0.893
C 0.147 4.983 0.139
C -0.789 4.308 0.900
C -1.134 2.998 0.559
C -2.114 2.243 1.373
C -1.393 1.057 2.138
O -0.586 0.380 1.290
C -0.559 1.695 3.264
C 0.665 2.270 2.936
C 1.470 2.845 3.902
C 1.076 2.845 5.230
C -0.136 2.273 5.573
C -0.951 1.718 4.600
C -2.460 0.136 2.737
C -2.239 -1.234 2.727
C -3.177 -2.112 3.241
C -4.361 -1.639 3.777
C -4.588 -0.275 3.801
C -3.645 0.602 3.296
N -0.557 2.379 -0.471
C 2.869 0.272 -2.308
C 2.974 -1.081 -2.013
C 3.756 -1.921 -2.780
C 4.457 -1.420 -3.863
C 4.367 -0.073 -4.160
C 3.588 0.770 -3.386
C 2.995 1.791 -0.418
C 3.838 2.826 -0.808
C 4.747 3.367 0.084
C 4.837 2.877 1.375
C 4.000 1.847 1.773
C 3.088 1.311 0.883
H 1.798 2.819 -2.781
H 0.484 1.590 -2.760
H 1.505 4.801 -1.510
H 0.394 6.017 0.354
H -1.270 4.792 1.737
H -2.619 2.908 2.075
H -2.821 1.730 0.722
H 0.996 2.243 1.911
H 2.419 3.279 3.615
H 1.712 3.282 5.990
H -0.446 2.248 6.612
H -1.898 1.290 4.897
H -1.330 -1.603 2.279
H -2.988 -3.174 3.210
H -5.101 -2.326 4.172
H -5.511 0.113 4.215
H -3.854 1.661 3.336
H 2.398 -1.460 -1.184
H 3.805 -2.970 -2.534
H 5.067 -2.077 -4.471
H 4.910 0.328 -5.007
H 3.544 1.816 -3.653
H 3.799 3.225 -1.811
H 5.401 4.168 -0.237
H 5.567 3.286 2.061
H 4.060 1.456 2.780
H 2.412 0.520 1.175
O -2.489 0.512 -3.951
C -2.147 0.351 -2.784
O -0.942 0.184 -2.378
C -3.141 0.336 -1.603
O -4.341 0.549 -1.738
O -2.542 0.112 -0.494
C -4.800 -4.235 -0.023
C -3.789 -4.631 0.836
C -2.501 -4.169 0.644
C -2.178 -3.301 -0.395
C -3.212 -2.924 -1.248
C -4.504 -3.379 -1.072
Si -0.463 -2.452 -0.529
C 0.191 -3.287 -2.140
C 1.225 -4.220 -2.127
C 1.765 -4.735 -3.291
C 1.278 -4.326 -4.521
C 0.247 -3.401 -4.564
C -0.279 -2.893 -3.390
H -5.812 -4.593 0.131
H -4.018 -5.294 1.666
H -1.714 -4.480 1.320
H -3.007 -2.236 -2.056
H -5.288 -3.051 -1.744
H 0.257 -3.422 0.415
H 1.619 -4.544 -1.172
H 2.577 -5.456 -3.248
H 1.701 -4.728 -5.435
H -0.140 -3.069 -5.520
H -1.063 -2.154 -3.452
*
```

# C47H38ClN3O7PS2Zr

A molecular structure, C47H38ClN3O7PS2Zr (the ωB97M-V functional and the def2-TZVPD basis, the Open Molecules 2025 dataset).

HOMO   -9.63 eV
Total energy   -4149.5614 Ha

Structure (ORCA input):
```
! RIJCOSX wB97M-V def2-TZVPD def2/J DEFGRID3
* xyz 1 1
Zr -0.320 0.175 0.333
C -3.336 1.156 -3.224
O -2.140 0.502 -3.733
C -1.494 0.100 -2.646
N -1.892 0.513 -1.505
C -2.922 1.553 -1.812
C -4.032 1.722 -0.806
C -5.369 1.665 -1.178
C -6.373 1.875 -0.242
C -6.050 2.142 1.078
C -4.716 2.212 1.457
C -3.718 2.014 0.519
C -0.359 -0.816 -2.812
C -0.039 -1.458 -3.994
C 0.964 -2.418 -3.959
C 1.551 -2.754 -2.747
C 1.155 -2.057 -1.618
N 0.279 -1.060 -1.672
C 1.534 -2.400 -0.242
N 0.941 -1.902 0.771
C 1.675 -2.420 1.967
C 2.526 -3.543 1.359
O 2.529 -3.254 -0.065
C 0.786 -2.848 3.109
C 0.936 -4.073 3.749
C 0.117 -4.409 4.820
C -0.857 -3.526 5.259
C -0.994 -2.293 4.637
C -0.168 -1.956 3.579
H -4.135 0.415 -3.236
H -3.573 1.991 -3.875
H -2.361 2.492 -1.865
H -5.657 1.455 -2.200
H -7.409 1.822 -0.549
H -6.833 2.296 1.809
H -4.448 2.416 2.486
H -2.686 2.064 0.846
H -0.574 -1.219 -4.902
H 1.252 -2.937 -4.863
H 2.277 -3.550 -2.663
H 2.317 -1.592 2.288
H 2.063 -4.521 1.474
H 3.555 -3.565 1.703
H 1.694 -4.782 3.441
H 0.243 -5.366 5.309
H -1.500 -3.795 6.086
H -1.743 -1.589 4.975
H -0.251 -0.978 3.122
O -3.951 -1.174 0.091
Cl -2.807 -1.508 0.848
O -3.058 -2.445 1.865
O -2.222 -0.261 1.461
O -1.699 -1.929 -0.022
S 2.219 0.652 0.543
C 2.468 1.538 2.039
C 3.768 1.852 2.435
C 4.000 2.532 3.617
C 2.932 2.911 4.424
C 1.638 2.600 4.042
C 1.394 1.915 2.853
S -0.274 1.487 2.464
H 4.595 1.550 1.805
H 5.016 2.761 3.914
H 3.107 3.436 5.354
H 0.801 2.875 4.671
O -0.079 2.096 -0.681
P 0.601 3.350 -1.219
C 1.011 2.968 -2.930
C 0.488 3.653 -4.022
C 0.786 3.232 -5.311
C 1.607 2.133 -5.511
C 2.131 1.444 -4.423
C 1.831 1.853 -3.135
C -0.499 4.764 -1.169
C -0.070 5.975 -1.715
C -0.890 7.088 -1.649
C -2.130 7.004 -1.022
C -2.544 5.811 -0.451
C -1.727 4.690 -0.523
C 2.060 3.933 -0.360
C 3.325 3.967 -0.941
C 4.380 4.548 -0.255
C 4.176 5.096 1.003
C 2.920 5.057 1.590
C 1.862 4.475 0.911
H -0.159 4.507 -3.871
H 0.376 3.765 -6.158
H 1.844 1.813 -6.518
H 2.782 0.593 -4.582
H 2.241 1.323 -2.281
H 0.909 6.053 -2.174
H -0.560 8.026 -2.075
H -2.765 7.878 -0.970
H -3.496 5.745 0.059
H -2.033 3.769 -0.050
H 3.490 3.558 -1.929
H 5.361 4.579 -0.710
H 5.002 5.553 1.533
H 2.763 5.475 2.574
H 0.877 4.455 1.365
*
```